Computed, not measured: a molecular structure, C88H152B3CuO43, with the ωB97M-V functional and the def2-TZVPD basis.

Geometry as ORCA input:
```
! wB97M-V def2-TZVPD RIJCOSX def2/J DEFGRID3
* xyz -1 2
Cu 2.132 -1.558 -4.891
O -1.816 2.248 2.168
O 0.320 -0.515 -0.618
O -9.355 -2.488 3.109
O -2.150 -0.636 3.019
O -3.392 7.200 1.955
O 2.337 -3.167 -6.653
O 2.899 3.094 3.252
O -6.669 1.499 4.569
O 4.111 -0.991 -13.010
O 2.070 -4.509 0.643
O 2.472 -1.457 -8.871
O 1.092 6.774 5.101
O 5.265 -4.295 0.402
O 3.253 -5.837 -10.192
O 1.739 0.023 1.176
O 3.259 -0.629 -10.981
O 1.536 -2.260 -11.040
O 3.998 -1.240 -4.591
O 1.009 -0.063 -10.180
O 3.732 -0.190 0.179
O 3.005 -7.257 -11.918
O 2.511 -3.176 -3.777
O 1.994 -0.831 -2.175
O 1.104 -8.574 -10.001
O 3.753 -0.485 5.925
O -3.325 3.437 6.092
O 1.864 0.575 -4.383
O 1.846 -6.961 -8.631
O 4.679 -4.805 -6.157
O -0.239 1.332 0.914
O -2.161 1.753 -2.911
O 2.210 3.622 -2.223
O 3.849 -5.991 -7.784
O 0.260 -1.800 -4.937
O -0.435 -0.893 1.630
O 0.087 1.073 -8.452
O 2.166 -4.470 -8.458
O -5.053 -3.857 3.131
O 2.200 -3.286 -12.917
O 6.494 2.846 1.302
O -0.398 0.592 6.775
O 1.915 -0.536 -6.884
O -1.417 -3.254 -1.012
C -1.082 6.771 6.170
C -3.965 3.071 -1.889
C 1.824 2.467 -5.800
C 2.427 -1.023 5.710
C -0.581 -2.163 -6.059
C 5.471 3.188 -0.746
C 3.461 -5.103 -2.669
C 1.827 -7.646 -9.785
C 4.775 -0.660 -3.587
C 1.572 -0.545 -1.049
C 1.485 3.233 3.326
C -8.908 -3.755 2.655
C -2.684 -2.722 -0.594
C 1.084 -3.599 1.086
C 2.779 1.494 -4.985
C -2.659 -5.069 -0.337
C -2.899 3.911 4.826
C 1.319 6.670 6.524
C -0.285 6.756 4.801
C -5.554 2.174 2.588
C -5.399 -3.889 4.517
C -7.716 -3.427 1.696
C 2.280 -2.369 -12.136
C -4.688 3.716 6.224
C 0.285 -4.433 2.132
C -1.899 -1.364 -4.190
C -3.427 2.053 -0.856
C 0.571 2.439 -4.914
C -3.650 -3.918 -0.444
C -2.946 5.736 0.091
C 6.533 -2.344 -0.072
C 0.341 4.041 -0.831
C 3.499 -0.657 3.622
C -2.814 3.021 -2.921
C 3.554 -3.608 -2.804
C 4.502 -0.727 4.772
C -1.603 -4.654 -1.278
C 3.463 3.055 4.556
C -4.864 5.087 5.548
C 1.521 3.029 -1.160
C 3.349 -1.274 -12.109
C 1.845 -0.630 -8.096
C 0.023 7.355 7.125
C -1.372 0.078 5.912
C 1.116 2.426 4.572
C -3.747 5.157 4.466
C 6.349 -3.847 -0.410
C 2.489 -0.211 0.123
C -1.063 1.500 7.616
C 2.277 -1.361 4.251
C -2.351 0.758 7.963
C -1.969 -1.581 -5.763
C 1.542 -4.207 -3.745
C 6.176 -1.308 -3.721
C 1.985 5.053 -2.172
C -4.447 7.349 1.022
C -2.384 6.333 1.405
C 2.763 -6.919 -10.773
C 6.171 -1.910 -5.175
C -7.329 -2.006 2.063
C -5.118 0.725 2.960
C -3.792 -3.139 3.087
C -3.875 6.859 -0.336
C 4.846 -1.465 -5.745
C -8.276 -1.598 3.183
C -0.499 -1.718 -3.780
C 2.683 -4.078 -7.374
C 0.560 -5.914 1.702
C -1.319 -0.175 2.262
C 2.371 -5.467 -3.699
C -3.138 -3.127 4.491
C 2.250 2.710 5.530
C -2.610 1.050 -1.755
C 6.548 1.537 0.692
C 0.855 0.270 -8.917
C 3.869 -4.957 -7.045
C 0.483 0.992 -4.515
C 5.360 3.519 0.740
C 5.955 -2.239 1.367
C -5.499 0.711 4.439
C -6.819 2.269 3.405
C -1.178 1.292 1.838
C 5.969 1.705 -0.707
C 0.564 5.218 -1.806
C -2.444 -0.386 6.883
C 1.966 -5.814 1.219
C -4.061 -4.050 5.313
C 4.838 -3.233 1.272
B 0.346 -0.034 0.769
B 2.050 -1.103 -10.282
B 2.794 -5.818 -8.763
H -0.067 -6.079 0.815
H -0.662 3.641 -0.899
H 2.271 -6.495 0.459
H 3.853 -1.084 2.702
H -2.953 -2.025 -1.402
H -0.513 7.661 4.261
H -1.744 0.646 -1.160
H 2.148 2.849 -0.257
H -4.844 2.891 2.878
H -2.259 0.305 8.952
H -2.111 3.845 -2.734
H 1.019 2.848 2.447
H -3.471 4.840 0.347
H 3.415 -3.151 -1.819
H -3.296 6.124 4.485
H -5.642 -0.041 2.331
H -4.716 5.875 6.315
H 4.964 -0.548 -6.338
H 0.096 2.596 4.905
H 2.854 -5.776 -4.632
H -1.944 -4.858 -2.296
H 0.360 -6.646 2.471
H -2.679 -2.370 -6.011
H -4.965 3.867 7.268
H -4.720 8.399 0.940
H -1.372 2.396 7.104
H -3.192 1.453 7.954
H 7.238 -4.396 -0.142
H 4.498 3.316 -1.210
H -9.700 -4.227 2.062
H -5.278 6.680 1.334
H 3.964 3.997 4.811
H 7.563 -2.062 -0.116
H -6.266 -1.993 2.344
H -8.543 -4.407 3.515
H -3.249 7.656 -0.744
H 1.571 2.086 -6.765
H 4.777 0.432 -3.752
H -0.410 1.750 8.447
H 3.227 0.377 3.501
H -5.872 -2.927 4.803
H 4.500 3.099 1.213
H 5.321 4.568 0.997
H -3.218 0.221 -2.020
H 0.929 -4.203 -2.863
H -0.647 -3.239 -6.199
H -3.449 -0.364 6.380
H -2.135 -3.502 4.529
H -2.158 -0.350 -3.918
H 4.970 -1.706 4.865
H -4.254 -4.043 -1.328
H -2.247 -1.377 7.265
H 4.564 -3.729 2.188
H -5.716 -0.281 4.813
H 0.790 -4.209 -4.538
H -4.673 1.048 5.039
H -0.299 2.827 -5.435
H 3.469 1.003 -5.677
H -0.761 -4.217 2.110
H 0.079 0.849 -3.513
H 7.053 -1.587 -5.738
H -2.082 5.627 2.200
H -2.591 -1.918 -3.568
H 4.344 -2.224 -6.365
H -2.175 5.526 -0.658
H -5.839 5.299 5.114
H -7.447 -1.338 1.207
H 2.323 5.545 -3.079
H -1.783 0.829 5.221
H -3.687 -5.067 5.317
H 6.158 -2.979 -5.180
H -3.143 -2.107 4.936
H 5.134 1.055 -0.912
H 2.609 5.457 -1.361
H -1.329 5.750 6.456
H 0.625 -4.285 3.158
H -0.874 -0.674 5.293
H 1.710 -0.318 6.144
H 2.283 3.452 -5.993
H 6.165 3.894 -1.239
H 1.776 -6.302 -3.349
H 6.733 1.552 -1.475
H 2.287 7.107 6.799
H 0.347 4.441 0.200
H -3.177 -6.022 -0.547
H 2.115 3.597 6.156
H 6.955 -0.585 -3.522
H -0.697 -5.165 -1.071
H 4.373 -5.689 -2.886
H -4.182 5.087 3.466
H 5.649 -1.223 1.627
H -3.176 -3.667 2.353
H -0.137 -1.028 -3.061
H 1.401 5.620 6.776
H 2.508 1.854 6.160
H 1.197 4.299 3.439
H 3.942 -2.734 0.893
H -4.038 0.665 2.843
H 6.065 -4.042 -1.466
H 2.717 -5.909 2.020
H 6.029 0.811 1.273
H 0.811 3.067 -4.072
H 0.559 -3.199 0.247
H -7.747 -1.719 4.173
H 1.319 -1.074 3.782
H 6.678 -2.633 2.091
H -0.143 7.267 8.188
H 4.361 -0.815 -2.606
H -4.299 -3.802 0.426
H -0.004 0.413 -5.287
H -3.068 3.195 4.048
H -4.194 1.557 -0.267
H 1.138 2.036 -1.466
H -2.773 2.550 -0.173
H -5.317 2.948 5.797
H 4.230 2.279 4.568
H 3.157 -5.352 -1.655
H -4.222 -3.722 6.342
H -1.841 4.229 4.865
H -2.598 -2.186 0.371
H -7.179 3.236 3.731
H 7.605 1.288 0.669
H 2.381 -2.419 4.091
H 6.259 -2.086 -2.972
H -4.714 6.696 -1.024
H -3.207 3.138 -3.934
H -4.203 4.055 -1.493
H 2.308 -1.860 6.409
H -4.874 2.677 -2.345
H 0.368 6.189 -1.285
H -0.519 -2.683 -3.219
H -1.438 6.862 1.175
H 6.002 -1.715 -0.768
H 4.558 -3.357 -3.205
H 3.308 2.085 -4.214
H -5.656 2.228 1.508
H -2.124 -0.695 -6.363
H 1.146 1.338 4.375
H -7.603 1.762 2.804
H 1.603 -2.727 1.543
H -6.132 -4.669 4.729
H -0.486 5.869 4.225
H -6.915 -4.155 1.788
H -0.074 5.089 -2.685
H -8.627 -0.554 3.010
H -8.122 -3.513 0.683
H -4.013 -2.115 2.761
H 0.035 8.452 6.928
H -0.189 -1.746 -6.954
H -2.224 -5.135 0.666
H 5.309 0.014 4.744
H -1.986 7.375 6.169
*
```

As for the expectation value of S²: 0.75. For the molar mass, the calculation gives 1994.1 g/mol. Its energy is -228443.7069 eV. Its HOMO energy (spin up / spin down) is -7.760 / -7.760 eV. For the maximum force, the calculation gives 0.078 Eh/bohr.


Computed, not measured: 2 unconnected molecules or ions with the total composition C3H2N2, with the ωB97M-V functional and the def2-TZVPD basis.

Geometry as ORCA input:
```
! wB97M-V def2-TZVPD RIJCOSX def2/J DEFGRID3
* xyz 0 3
N -0.995 -2.262 0.053
N 3.098 0.503 0.470
C -1.047 0.286 -0.157
C -1.006 -1.099 -0.030
C 2.070 0.932 0.190
H -0.641 0.844 0.605
H -1.480 0.796 -1.131
*
```

As for the expectation value of S²: 2.03. For the molar mass, the calculation gives 66.1 g/mol. Its energy is -6117.1797 eV. As for the energy above the lowest of the compared OMol25 structures with the same formula, charge and spin: 0.128 eV. Its HOMO energy (spin up / spin down) is -9.980 / -12.193 eV. For the maximum force, the calculation gives 0.076 Eh/bohr.


Computed, not measured: a molecular structure, C4H10N2OS, with the ωB97M-V functional and the def2-TZVPD basis.

Geometry as ORCA input:
```
! wB97M-V def2-TZVPD RIJCOSX def2/J DEFGRID3
* xyz 0 1
S -1.225 -0.109 0.194
O -1.217 -0.966 1.337
N -0.227 1.326 0.520
N -0.176 -0.959 -0.876
C 1.084 -1.205 -0.311
C -3.167 0.239 -1.185
C 1.815 0.101 0.112
C 1.057 0.909 1.018
H -3.689 0.788 -0.402
H -3.740 -0.744 -1.109
H 1.580 1.659 1.521
H 0.684 0.293 1.816
H 1.697 -1.831 -1.017
H -0.125 -0.287 -1.686
H -0.332 1.938 -0.281
H 2.136 0.716 -0.826
H 2.805 -0.192 0.493
H 1.039 -1.676 0.683
*
```

For the molar mass, the calculation gives 134.2 g/mol. Its energy is -20167.2971 eV. As for the energy above the lowest of the compared OMol25 structures with the same formula, charge and spin: 6.626 eV. Its HOMO energy is -8.720 eV. For the maximum force, the calculation gives 0.102 Eh/bohr.


Computed, not measured: a molecular structure, C42H76BF2HfO27S7, with the ωB97M-V functional and the def2-TZVPD basis.

Geometry as ORCA input:
```
! wB97M-V def2-TZVPD RIJCOSX def2/J DEFGRID3
* xyz 3 1
Hf 3.132 -1.300 -5.021
S 4.280 -3.887 -2.440
S 2.164 2.359 -3.908
S -0.554 -0.466 -4.201
S -3.973 2.427 -3.756
S -2.141 1.881 5.970
S 5.752 -0.312 -2.364
S 0.659 -4.244 -3.808
F 3.155 0.792 1.763
F -7.695 3.890 0.457
O 1.588 7.734 0.406
O -1.101 -0.315 -0.308
O 0.814 -0.933 -4.591
O 2.321 -6.104 2.793
O -3.962 -3.650 -0.312
O -2.333 -4.364 -1.674
O 2.589 -2.619 0.290
O -3.238 -3.108 4.279
O 1.042 -0.051 -1.451
O 4.331 -2.916 -3.617
O 2.426 -1.439 -2.580
O -1.468 -1.897 3.725
O 1.056 5.802 -0.635
O -3.091 0.632 0.337
O 1.138 -0.990 0.661
O -3.083 -0.869 4.978
O 0.690 -4.706 3.625
O 2.482 0.838 -3.932
O 0.332 1.298 0.553
O 1.193 -6.389 4.744
O 3.170 6.502 -0.725
O -1.237 2.854 1.165
O -1.282 2.647 6.992
O 4.553 -0.436 -3.338
O -2.850 2.260 -4.796
O 1.677 -3.153 -4.290
O -4.517 -4.338 -2.321
C -2.086 2.808 4.394
C -1.839 0.631 0.243
C -3.323 3.480 -2.364
C 1.789 -7.624 5.117
C -5.954 5.547 0.422
C -5.458 3.243 1.002
C -4.119 0.878 -2.725
C 1.868 -1.028 -1.553
C 4.192 7.405 -0.341
C 5.447 -3.406 -1.078
C -6.423 4.242 0.718
C 0.611 -3.838 2.537
C -3.511 -4.200 -1.423
C -4.640 5.882 0.702
C 2.427 2.948 2.409
C 2.870 3.217 -2.479
C 2.338 1.186 4.025
C -0.281 5.868 -0.247
C -3.029 -3.117 0.678
C 1.906 6.705 -0.212
C -1.238 -0.119 -5.856
C -4.134 3.568 1.238
C -3.707 4.917 1.102
C -1.604 -1.915 -3.741
C -4.530 -3.302 4.816
C 1.868 3.850 3.379
C -0.706 -0.711 3.534
C -0.931 1.721 0.744
C 7.099 0.910 -2.821
C 5.216 0.357 -0.714
C 1.915 -1.649 -0.118
C 2.649 1.595 2.748
C 1.957 2.087 5.033
C -4.294 -4.892 -3.566
C -3.850 2.238 6.452
C 1.481 -5.772 3.628
C 1.064 -5.924 -4.288
C -2.635 -1.894 4.391
C 5.167 -5.400 -2.924
C 1.687 3.431 4.700
C 0.454 2.742 -3.537
C 0.837 -4.550 -1.963
B 0.340 -0.016 -0.142
H -2.374 3.859 4.375
H -1.614 -2.717 -4.480
H -2.963 4.424 -2.773
H -4.095 1.677 7.354
H 2.460 2.757 -1.580
H 4.317 7.381 0.741
H 4.590 -6.000 -3.628
H 0.248 -3.798 -1.440
H 6.505 -3.515 -1.315
H -3.476 2.728 1.401
H 3.953 3.293 -2.583
H -3.496 -2.327 1.266
H 4.639 1.263 -0.896
H 1.386 4.223 5.369
H 0.391 2.047 -2.699
H -6.736 6.261 0.212
H -2.709 5.312 1.223
H -5.074 -3.969 4.147
H 2.517 0.149 4.271
H -4.420 1.131 -1.709
H -0.184 2.497 -4.386
H -4.740 0.149 -3.247
H 3.797 8.355 -0.702
H -4.986 -5.670 -3.887
H 5.308 -2.383 -0.730
H 7.585 1.099 -1.863
H -4.645 2.149 5.711
H -2.169 -2.712 0.144
H 6.634 1.835 -3.163
H 1.771 4.898 3.133
H 0.456 3.798 -3.265
H 5.417 -6.000 -2.048
H -4.562 -3.701 5.830
H 1.461 -5.894 -5.303
H -1.325 0.116 3.186
H -5.058 -2.353 4.901
H -0.839 5.641 -1.155
H 5.165 7.074 -0.702
H 2.560 4.251 -2.329
H 6.155 -5.089 -3.263
H -2.327 -0.135 -5.808
H -5.762 2.208 0.966
H -1.010 0.884 -6.215
H 2.733 -7.469 5.639
H 2.634 3.252 1.394
H -2.652 -1.625 -3.660
H 0.162 -0.748 2.875
H -0.447 5.328 0.685
H 4.529 -0.279 -0.157
H 0.489 -5.556 -1.727
H 1.771 -6.363 -3.584
H -1.318 -2.311 -2.767
H -3.885 3.294 6.722
H -3.996 -4.071 -4.219
H 2.088 -8.271 4.292
H -0.978 -0.809 -6.658
H -4.075 3.634 -1.590
H 0.201 -6.581 -4.390
H 7.793 0.440 -3.518
H 1.862 -4.535 -1.591
H 1.787 1.883 6.079
H -0.421 -3.785 2.190
H -4.378 6.926 0.793
H -2.439 3.070 -1.876
H -0.305 -0.351 4.482
H -3.434 -5.541 -3.400
H -3.106 0.497 -2.594
H 1.115 -4.237 1.657
H -1.074 2.776 3.990
H 5.307 -4.069 -0.224
H 1.157 -8.165 5.821
H -2.642 -3.938 1.281
H 0.968 -2.859 2.858
H 6.118 0.510 -0.122
H -0.475 6.915 -0.014
H -2.754 2.314 3.689
*
```

For the molar mass, the calculation gives 1464.8 g/mol. Its energy is -183301.8892 eV. Its HOMO energy is -12.933 eV. For the maximum force, the calculation gives 0.226 Eh/bohr.


- The highest maximum force belongs to which entry?
  C42H76BF2HfO27S7